Record 1
2 unconnected molecules or ions with the total composition C10H18N3 at a distorted geometry, computed with the ωB97M-V functional and the def2-TZVPD basis.

**Energy above the lowest of the compared OMol25 structures with the same formula, charge and spin**: 451.1 kJ/mol
**Charge**: +1
**Gap between HOMO and LUMO**: 0.2960 Ha
**Calculated total energy**: -15122.8491 eV
**E_LUMO**: -4.150 eV
**Multiplicity**: 1

Last columns: bonded neighbours and bond lengths (Å).
Geometry (Å):
1 C -2.231 -1.308 -1.443  C7 1.507, H13 1.051, H14 0.989, H15 1.057
2 C -0.354 2.351 -2.560  C3 1.471, C4 1.346, H8 1.230
3 C -0.599 1.256 -3.511  C2 1.471, C5 1.378, H9 1.121
4 C -0.679 2.082 -1.281  C2 1.346, C6 1.465, H10 1.075
5 C -1.267 0.107 -3.146  C3 1.378, C7 1.405, H11 1.151
6 C -1.570 0.996 -0.863  C4 1.465, C7 1.342, H12 1.152
7 C -1.686 0.049 -1.806  C1 1.507, C5 1.405, C6 1.342
8 H 0.036 3.378 -3.114  C2 1.230
9 H -0.186 1.331 -4.551  C3 1.121
10 H -0.625 2.858 -0.539  C4 1.075
11 H -1.596 -0.684 -3.914  C5 1.151
12 H -2.136 0.885 0.135  C6 1.152
13 H -1.809 -1.939 -0.717  C1 1.051
14 H -2.412 -1.767 -2.302  C1 0.989
15 H -3.216 -1.414 -1.075  C1 1.057
16 C 1.384 0.734 2.514  C17 1.544, N19 1.449, H22 1.149, H23 1.154
17 C 2.434 -0.147 3.227  C16 1.544, H24 1.086, H25 1.058, H31 1.136
18 C 0.559 -1.028 1.012  N19 1.329, N20 1.426, N21 1.336
19 N 1.121 0.161 1.209  C16 1.449, C18 1.329, H26 1.020
20 N 0.389 -1.804 2.196  C18 1.426, H27 1.045, H28 1.038
21 N 0.572 -1.600 -0.195  C18 1.336, H29 1.036, H30 1.050
22 H 0.551 0.857 3.295  C16 1.149
23 H 1.630 1.860 2.551  C16 1.154
24 H 3.444 -0.280 2.852  C17 1.086
25 H 2.175 -1.173 3.242  C17 1.058
26 H 0.899 0.928 0.574  N19 1.020
27 H 0.089 -1.371 3.098  N20 1.045
28 H 0.708 -2.790 2.236  N20 1.038
29 H 0.248 -0.994 -0.971  N21 1.036
30 H 1.572 -1.827 -0.420  N21 1.050
31 H 2.556 0.294 4.266  C17 1.136

Which charges does Löwdin predict for the atoms? In e, they are: -0.06 -0.08 -0.07 -0.14 -0.05 -0.06 -0.34 0.17 0.12 0.09 0.15 0.15 0.06 0.02 0.08 -0.22 -0.09 -0.38 0.11 0.17 0.14 0.14 0.15 0.08 0.03 0.14 0.14 0.15 0.10 0.16 0.11

***

Record 2
2 unconnected molecules or ions with the total composition C10H18N3 at a distorted geometry, computed with the ωB97M-V functional and the def2-TZVPD basis.

**Energy above the lowest of the compared OMol25 structures with the same formula, charge and spin**: 621.1 kJ/mol
**Charge**: +1
**Gap between HOMO and LUMO (spin up / spin down)**: 0.2503 / 0.2504 Ha
**Calculated total energy**: -15121.0875 eV
**E_LUMO (spin up / spin down)**: -3.907 / -3.906 eV
**Multiplicity**: 1

Last columns: bonded neighbours and bond lengths (Å).
Geometry (Å):
1 C -3.941 0.647 0.113  C2 1.354, C3 1.417, H14 1.017
2 C -3.600 1.956 0.082  C1 1.354, N11 1.447, H15 1.034
3 C -2.746 -0.115 0.090  C1 1.417, C4 1.424, N12 1.322
4 C -1.634 0.773 0.131  C3 1.424, N11 1.333
5 C -1.811 -2.342 -0.127  N12 1.334, H16 1.043, H17 1.061
6 C 1.145 0.042 1.008  C10 1.503, N13 1.314, H18 1.028
7 C 3.130 1.056 -0.037  C10 1.495, H19 1.131, H20 1.117, H21 1.178
8 C 1.151 0.658 -1.400  C10 1.571, H22 1.073, H23 1.082, H24 1.181
9 C 2.604 -1.309 -0.594  C10 1.557, H25 1.159, H26 1.092, H27 1.033
10 C 2.011 0.080 -0.220  C6 1.503, C7 1.495, C8 1.571, C9 1.557
11 N -2.153 2.000 0.083  C2 1.447, C4 1.333, H28 1.031
12 N -2.771 -1.437 0.074  C3 1.322, C5 1.334, H29 0.969
13 N 1.055 -0.868 1.951  C6 1.314, H30 1.068, H31 0.977
14 H -4.841 0.208 -0.070  C1 1.017
15 H -4.185 2.800 -0.039  C2 1.034
16 H -0.821 -2.037 -0.004  C5 1.043
17 H -1.987 -3.362 -0.359  C5 1.061
18 H 0.529 0.845 1.189  C6 1.028
19 H 3.793 0.724 0.817  C7 1.131
20 H 2.875 2.105 0.251  C7 1.117
21 H 3.848 1.181 -0.962  C7 1.178
22 H 0.306 0.003 -1.480  C8 1.073
23 H 0.688 1.597 -1.128  C8 1.082
24 H 1.836 0.610 -2.361  C8 1.181
25 H 3.679 -1.095 -0.971  C9 1.159
26 H 2.006 -1.805 -1.362  C9 1.092
27 H 2.710 -1.852 0.279  C9 1.033
28 H -1.577 2.851 -0.004  N11 1.031
29 H -3.667 -1.795 -0.015  N12 0.969
30 H 0.707 -0.516 2.897  N13 1.068
31 H 1.662 -1.603 2.167  N13 0.977

Which charges does Löwdin predict for the atoms? In e, they are: -0.04 -0.05 -0.32 -0.05 0.12 -0.02 -0.08 -0.05 -0.01 -0.58 0.01 0.06 0.22 0.08 0.09 0.04 0.08 0.07 0.11 0.10 0.14 0.04 0.07 0.15 0.13 0.09 0.03 0.15 0.14 0.19 0.11

***

Record 3
2 unconnected molecules or ions with the total composition C10H18N3 at a distorted geometry, computed with the ωB97M-V functional and the def2-TZVPD basis.

**Energy above the lowest of the compared OMol25 structures with the same formula, charge and spin**: 142.5 kJ/mol
**Charge**: +1
**Gap between HOMO and LUMO**: 0.3057 Ha
**Calculated total energy**: -15126.0474 eV
**E_LUMO**: -2.984 eV
**Multiplicity**: 1

Last columns: bonded neighbours and bond lengths (Å).
Geometry (Å):
1 C 2.660 -3.459 1.366  C7 1.511, H13 1.100, H14 1.084, H15 1.098
2 C 0.796 -0.973 -1.396  C3 1.381, C4 1.391, H8 1.086
3 C 0.907 -2.309 -1.729  C2 1.381, C5 1.398, H9 1.084
4 C 1.570 -0.390 -0.397  C2 1.391, C6 1.389, H10 1.082
5 C 1.686 -3.151 -0.931  C3 1.398, C7 1.387, H11 1.079
6 C 2.295 -1.204 0.463  C4 1.389, C7 1.404, H12 1.082
7 C 2.239 -2.584 0.208  C1 1.511, C5 1.387, C6 1.404
8 H 0.373 -0.305 -2.140  C2 1.086
9 H 0.334 -2.754 -2.534  C3 1.084
10 H 1.608 0.690 -0.425  C4 1.082
11 H 1.691 -4.223 -1.060  C5 1.079
12 H 2.966 -0.788 1.203  C6 1.082
13 H 3.574 -3.077 1.845  C1 1.100
14 H 2.502 -4.496 1.092  C1 1.084
15 H 2.117 -3.201 2.284  C1 1.098
16 C -3.016 1.736 -0.670  C17 1.511, N19 1.459, H22 1.089, H23 1.097
17 C -2.407 0.870 -1.748  C16 1.511, H24 1.087, H25 1.093, H31 1.086
18 C -1.412 2.535 1.081  N19 1.325, N20 1.324, N21 1.339
19 N -2.224 2.726 0.051  C16 1.459, C18 1.325, H26 1.008
20 N -0.822 1.368 1.284  C18 1.324, H27 1.014, H28 1.011
21 N -1.047 3.599 1.807  C18 1.339, H29 1.005, H30 1.004
22 H -3.946 2.195 -1.002  C16 1.089
23 H -3.399 1.062 0.107  C16 1.097
24 H -1.534 0.319 -1.406  C17 1.087
25 H -2.040 1.501 -2.562  C17 1.093
26 H -2.432 3.690 -0.159  N19 1.008
27 H -1.246 0.530 0.902  N20 1.014
28 H -0.362 1.005 2.108  N20 1.011
29 H -1.390 4.512 1.565  N21 1.005
30 H -0.153 3.680 2.259  N21 1.004
31 H -3.204 0.224 -2.103  C17 1.086

Which charges does Löwdin predict for the atoms? In e, they are: -0.05 -0.14 -0.07 -0.12 -0.03 -0.05 -0.28 0.09 0.11 0.09 0.11 0.11 0.09 0.08 0.08 -0.22 -0.06 -0.43 0.09 0.23 0.20 0.13 0.12 0.03 0.09 0.16 0.12 0.14 0.13 0.13 0.09